The following is a quantum chemistry calculation of C2H6N2O in the gas phase, from the Open Molecules 2025 dataset.

The geometry in XYZ format:
```
11
Properties=species:S:1:pos:R:3:forces:R:3:nbo_charge:R:1
O -0.8759 -1.7908 0.7575 0.309 0.032 0.219 -0.601
N -0.8375 0.2145 -0.3879 -0.178 -0.138 -0.328 -0.624
N 1.3716 -0.1575 0.4879 0.585 0.042 -0.099 -0.820
C 0.4923 0.7691 -0.1632 -0.193 0.103 -0.060 -0.035
C -1.3027 -1.0151 -0.0629 -0.327 -0.406 0.478 0.527
H 1.1530 -0.3280 1.4587 -0.220 -0.032 -0.008 0.375
H 0.9134 0.9763 -1.1430 0.164 0.064 -0.181 0.177
H 0.3834 1.7372 0.3324 -0.110 0.094 0.241 0.153
H -1.3780 0.6437 -1.1205 0.128 0.165 -0.011 0.389
H -2.2309 -1.2671 -0.5949 -0.151 0.201 -0.307 0.099
H 2.3112 0.2177 0.4359 -0.008 -0.126 0.055 0.359
```
Forces are in eV/Å.

Results
frontier orbital gap = 9.89 eV
relative energy (zero: lowest compared OMol25 entry of this formula, charge and spin) = 101.8 kJ/mol
calculated total energy = -264.54854 a.u.
SMILES = NCNC=O
2S+1 = 1